{
  "formula": "C11H21BO3",
  "method": "the ωB97M-V functional and the def2-TZVPD basis",
  "e_tot_ha": -682.2143,
  "de_lowest_ev": 0.3389,
  "homo_ev": [-8.11, -9.18],
  "elements": ["B", "C", "C", "C", "C", "C", "C", "C", "C", "C", "C", "C", "O", "O", "O", "H", "H", "H", "H", "H", "H", "H", "H", "H", "H", "H", "H", "H", "H", "H", "H", "H", "H", "H", "H", "H"],
  "coordinates": [[0.411720, -0.568614, 0.149790], [0.632177, -0.130355, -3.269473], [-1.533549, 0.410352, 0.346597], [-0.409610, 1.183376, 1.117786], [-2.718753, -0.054837, 1.263595], [-2.168904, 1.266285, -0.856378], [-0.470942, 1.022780, 2.665967], [-0.386725, 2.642613, 0.812183], [1.221232, -3.033913, -0.552890], [2.864641, -1.330336, 0.254568], [1.826456, -0.161414, -2.529387], [1.479671, -1.573720, -0.271904], [0.043180, 0.943959, -3.542917], [-0.877601, -0.829434, -0.033239], [0.780449, 0.591768, 0.704572], [0.457598, -1.152685, -3.517690], [-3.087223, -0.911423, 0.586309], [-3.459383, 0.735727, 1.593019], [-2.496255, -0.490372, 2.335528], [-2.800394, 0.601289, -1.444699], [-1.452061, 1.669064, -1.695310], [-2.860893, 2.009339, -0.360229], [-0.401472, -0.161280, 2.903212], [-1.331465, 1.434862, 3.194377], [0.498707, 1.346453, 2.987883], [0.047601, 3.151455, 1.632927], [-1.526985, 2.987981, 0.879931], [0.016483, 2.949070, -0.186595], [2.050980, -3.561382, -1.014526], [1.024910, -3.547062, 0.355337], [0.285957, -3.398096, -1.222410], [3.691800, -1.087044, -0.427307], [3.235639, -2.219102, 0.748073], [2.923781, -0.344742, 0.806970], [2.324223, -1.075002, -2.423243], [2.165010, 0.684442, -1.990427]],
  "forces_ev_per_angstrom": [[1.9, -1.8, -1.3], [0.7, 2.5, 0.4], [-1.4, 0.9, 0.9], [-1.5, 0.7, 1.0], [-0.3, -1.1, 0.8], [0.8, -0.6, -0.3], [0.4, -3.7, -0.6], [-3.2, 1.4, -0.8], [-2.1, -0.5, -2.6], [0.5, 1.8, -0.1], [-0.6, 0.3, 1.1], [1.0, -0.8, -0.3], [0.2, -2.1, 0.1], [-1.8, 1.1, -0.4], [0.9, 0.4, 0.2], [-1.7, -0.8, -1.2], [-0.4, 1.4, 1.5], [0.5, -0.7, -1.3], [0.3, 0.5, -2.4], [-0.2, -0.2, 0.2], [-1.0, -0.4, 2.2], [1.0, -0.5, -0.9], [-0.5, 2.6, -0.5], [0.3, 0.2, -0.2], [0.3, 0.7, 0.6], [1.0, 0.8, 0.5], [2.4, -0.4, -0.3], [-0.3, -0.4, 1.0], [0.4, 0.2, 0.0], [-0.1, -0.4, 1.2], [1.8, 1.6, 1.4], [-0.4, -0.5, -0.9], [0.0, 0.0, 0.7], [-0.4, -1.5, 0.3], [1.0, -1.1, -0.2], [0.5, 0.8, 0.3]],
  "nbo_charge": [1.020, 0.260, 0.256, 0.200, -0.660, -0.665, -0.626, -0.615, -0.677, -0.700, -0.321, -0.128, -0.533, -0.688, -0.688, 0.122, 0.238, 0.218, 0.224, 0.224, 0.258, 0.218, 0.204, 0.222, 0.223, 0.214, 0.206, 0.238, 0.213, 0.232, 0.229, 0.230, 0.224, 0.245, 0.188, 0.197]
}